Record 1
A single C4H5NOS2 molecule in a non-equilibrium geometry. Source: the Open Molecules 2025 dataset; level of theory: ωB97M-V/def2-TZVPD.

Each line ends with the Mulliken charge.
Atoms and positions in Å:
S: 1.63002 -2.33533 -0.23693  -0.218
S: -3.27687 -0.66413 -0.30137  -0.173
O: 1.64180 1.77861 -0.73068  -0.481
N: 0.52742 0.14352 0.34426  0.030
C: 0.73867 1.56538 0.07789  0.224
C: -0.77531 -0.34671 0.71273  -0.844
C: -1.67297 -0.39722 -0.64308  -0.106
C: 1.42426 -0.67098 -0.13066  -0.146
H: 2.38545 -0.25944 -0.64734  0.230
H: -0.50915 -1.17948 1.31751  0.488
H: -1.20983 0.38494 1.34320  0.419
H: 0.10251 2.28780 0.65906  0.323
H: -1.00600 -0.30697 -1.76460  0.254

Computed properties:
Charge: 0
Electronic energy: -29433.848 eV
SMILES: O=CN(C=S)CC=S
Orbital gap: 7.324 eV
ΔE to the lowest compared entry with this formula, charge and spin: 3.246 eV

---

Record 2
A gas-phase ion, C15H22NO4 (charge +1). Source: the Open Molecules 2025 dataset; level of theory: ωB97M-V/def2-TZVPD.

Each line ends with the Mulliken charge.
Atoms and positions in Å:
O: -2.02285 -2.83422 3.39654  -0.446
O: -4.37880 -1.25249 3.25749  -0.445
O: 0.81581 -1.19743 -0.27109  -0.335
O: -0.43629 0.24548 -1.45441  -0.883
N: 1.89052 1.04143 -2.28434  0.425
C: -2.56586 -0.04321 0.37367  -0.728
C: -1.19456 -1.68487 1.51145  -0.432
C: 3.62827 2.80373 -1.84683  -1.357
C: -2.20382 -1.89293 2.43157  0.213
C: 1.42090 2.82323 -0.62723  -1.367
C: 2.14328 2.47703 -1.92269  0.260
C: 2.10440 0.78681 -3.71546  -0.942
C: -3.21910 -3.21837 4.04880  -0.460
C: -0.32052 -0.51907 -0.49648  0.914
C: -1.36084 -0.75211 0.48277  0.261
C: -4.03524 -1.98456 4.42183  -0.440
C: 1.81454 -1.24502 -1.28425  -0.774
C: -3.39292 -1.13802 2.34837  0.620
C: 2.60736 0.05684 -1.43915  -0.593
C: -3.56395 -0.23539 1.29667  -0.814
H: 0.84911 0.83609 -2.06882  0.265
H: -4.97522 -2.25674 4.90227  0.348
H: 1.35104 -1.54063 -2.23242  0.348
H: -3.81058 -3.86307 3.38584  0.295
H: 1.48259 3.89459 -0.46016  0.481
H: 1.45557 1.43148 -4.30470  0.375
H: -2.91982 -3.77882 4.93439  0.349
H: 1.86432 2.33227 0.23558  0.301
H: 4.10982 2.31134 -1.00674  0.306
H: 3.14039 0.97808 -3.99047  0.353
H: 2.48620 -2.04072 -0.95587  0.405
H: 1.86632 -0.24670 -3.95566  0.326
H: 2.75718 0.47784 -0.44400  0.399
H: 3.74145 3.87525 -1.70906  0.460
H: 1.69286 3.06161 -2.73081  0.390
H: 0.36867 2.55397 -0.68402  0.353
H: 3.58176 -0.15944 -1.88010  0.437
H: -0.28833 -2.26083 1.59772  0.540
H: 4.15150 2.53630 -2.76045  0.362
H: -3.44967 -1.34415 5.09323  0.286
H: -2.69294 0.65647 -0.43682  0.487
H: -4.49257 0.30896 1.24383  0.455

Computed properties:
Charge: +1
Electronic energy: -25586.386 eV
SMILES: CC(C)[N@@H+](C)CCOC(=O)c1ccc2c(c1)OCCO2
Orbital gap: 8.539 eV
ΔE to the lowest compared entry with this formula, charge and spin: 0.000 eV

---

Record 3
A molecular structure, C41H61F4MoN12O4SSi. Source: the Open Molecules 2025 dataset; level of theory: ωB97M-V/def2-TZVPD.

Each line ends with the Mulliken spin population.
Atoms and positions in Å:
Mo: -0.63479 -0.20561 0.42931  1.984
S: -1.09692 -3.10506 -1.64250  -0.019
Si: -1.92078 2.84810 -0.89197  0.012
F: 1.32370 4.27632 5.36809  0.000
F: 0.14493 5.71842 4.26889  0.000
F: -0.47230 0.03148 -3.09341  -0.006
F: 2.21693 5.38258 3.73724  0.000
O: -2.51013 -3.39979 -1.73756  0.002
O: -0.37897 -2.80735 -2.84469  0.002
O: 0.60509 -0.46733 3.15260  0.017
O: -0.88923 -2.02300 -0.60293  -0.089
N: -4.70973 -0.16932 1.56867  0.007
N: 2.08152 1.49468 -1.66720  0.026
N: -0.12385 1.65630 1.51183  -0.051
N: 1.38637 -0.95826 0.47433  0.032
N: -3.49832 0.22407 1.59684  0.027
N: 3.39892 -1.79582 1.42338  -0.003
N: 4.07768 2.65172 -2.38469  0.000
N: 1.52905 -2.82842 1.98669  0.015
N: -1.59905 1.09348 -0.80925  0.131
N: -2.71833 -0.64746 0.92728  -0.029
N: -4.73783 -1.31437 0.87221  -0.003
N: 2.06631 3.34695 -3.08946  0.000
C: 1.69285 -5.65806 -0.30372  0.000
C: 4.94135 2.44563 -1.23415  0.000
C: 0.75400 3.09230 -3.63978  0.000
C: -0.43850 -6.61279 0.23055  -0.001
C: 1.09371 4.78221 4.14781  0.001
C: -0.40763 3.89964 -0.54466  0.003
C: 1.14133 2.08156 1.51373  -0.001
C: -0.31921 -4.51553 -0.91748  0.006
C: -0.48279 -0.64203 2.64712  -0.096
C: -4.53336 -0.23615 -2.73793  0.006
C: -1.62324 -1.06091 3.56356  -0.005
C: -2.52080 -0.70935 -3.95246  0.003
C: 3.00949 4.13631 -3.85642  0.000
C: -1.80288 -0.09571 -2.94655  -0.004
C: 2.55309 -3.49489 2.78155  -0.002
C: -1.07729 -5.53175 -0.36202  0.002
C: 1.99253 -0.86297 -0.89901  0.067
C: 3.83562 -3.00593 2.12335  0.000
C: -3.89905 -0.78612 -3.84393  -0.005
C: -3.50484 -1.59660 0.46484  0.051
C: 1.57720 3.09852 2.34288  -0.013
C: 1.63971 -7.87730 0.88690  0.000
C: 0.19776 -3.37667 2.04946  0.081
C: -7.51750 -0.06328 0.17272  0.000
C: -5.96449 -2.05077 0.50532  0.000
C: -3.31061 3.41899 0.24186  0.000
C: -7.27906 -1.38532 0.89952  0.001
C: 2.85712 0.34665 -1.24273  -0.006
C: -2.56164 3.23044 -2.61733  -0.001
C: -3.78620 0.36330 -1.73652  0.005
C: -2.39114 0.43137 -1.80046  -0.027
C: 0.95049 -6.68932 0.27562  0.001
C: 1.06826 -4.57949 -0.90514  -0.001
C: -7.48335 -1.27153 2.40859  0.000
C: -0.65196 3.26130 3.18976  -0.003
C: -1.00451 2.23659 2.33779  0.026
C: 4.32581 3.88414 -3.13363  0.000
C: 2.03051 -1.81335 1.27397  -0.015
C: 0.66527 3.69162 3.19447  0.003
C: 2.70799 2.42112 -2.30624  -0.005
C: 4.08740 -0.55094 1.74484  0.001
H: -0.45221 -2.89573 1.33017  -0.049
H: -4.47334 -1.26383 -4.62573  0.000
H: 1.80476 1.61050 0.80519  -0.001
H: -5.88478 -3.03708 0.96268  0.000
H: -1.98538 -1.12164 -4.79583  0.000
H: -3.64168 4.39201 -0.13481  0.000
H: -7.25057 -2.21111 2.91409  0.000
H: 3.37063 0.26587 1.74065  -0.002
H: 4.61120 -2.76315 2.84608  0.000
H: 1.17127 -0.92340 -1.62128  -0.044
H: 5.16307 3.75874 -3.81920  0.000
H: -2.32754 4.27023 -2.86045  0.000
H: 0.79798 3.14231 -4.73127  0.000
H: 2.60455 -1.75363 -1.05265  0.006
H: 4.89500 -0.33860 1.04431  0.000
H: -2.15323 2.59782 -3.40536  0.000
H: 4.23725 -3.73448 1.41753  0.000
H: -0.46456 4.80161 -1.15927  0.000
H: -8.02016 -2.09889 0.52331  0.000
H: -5.91533 -2.16849 -0.57824  0.000
H: 3.52626 0.02075 -2.05149  -0.003
H: -3.03471 3.56223 1.28598  0.000
H: 3.03857 3.79627 -4.89758  0.000
H: -1.20218 -1.38083 4.51641  0.004
H: 2.77569 -5.71944 -0.30589  0.000
H: -4.28442 0.82230 -0.89041  -0.002
H: 4.56246 4.70499 -2.44830  0.000
H: 2.60711 3.42278 2.30731  -0.001
H: -5.61382 -0.25464 -2.66622  0.000
H: 1.92124 -8.59366 0.11279  0.000
H: 0.51366 3.37949 -0.80905  -0.001
H: 0.99155 -8.39260 1.59417  0.000
H: 0.42403 2.10307 -3.32996  0.001
H: -3.64820 3.12749 -2.64635  0.000
H: -2.23767 -1.85024 3.13262  -0.006
H: 2.42425 -4.57398 2.69859  0.001
H: -7.45056 -0.18881 -0.90995  0.000
H: -8.52473 -1.03149 2.62271  0.000
H: 4.46130 2.76883 -0.30216  0.000
H: 0.24108 -4.44064 1.81844  0.001
H: -1.02886 -7.41451 0.65748  0.000
H: -2.15668 -5.48212 -0.41337  0.000
H: 2.73975 5.19314 -3.85480  0.000
H: 5.83959 3.04436 -1.37135  0.000
H: 4.50387 -0.61595 2.75209  0.001
H: -0.20088 -3.24956 3.05815  0.004
H: 1.64478 -3.79886 -1.38556  -0.003
H: 2.55320 -7.58490 1.40575  0.000
H: -6.80461 0.70213 0.47902  0.000
H: -2.27552 -0.20305 3.73773  0.002
H: -8.51589 0.30982 0.40095  0.000
H: -1.39438 3.70893 3.83531  0.000
H: -6.86507 -0.48635 2.83971  0.000
H: -2.01440 1.84929 2.30455  -0.037
H: 2.46833 -3.20836 3.83367  0.000
H: -4.17465 2.75349 0.21129  -0.001
H: 3.50292 0.56185 -0.39609  0.000
H: 0.03031 3.82903 -3.29892  0.000
H: -0.35167 4.22967 0.49247  0.001
H: -3.23549 -2.42950 -0.17334  0.002
H: 5.25395 1.40876 -1.13104  0.000

Computed properties:
Charge: +1
Electronic energy: -101013.498 eV
Orbital gap (alpha / beta): 7.548 / 7.467 eV
<S²>: 2.024
Multiplicity: 3
ΔE to the lowest compared entry with this formula, charge and spin: 0.000 eV

---

Record 4
A molecular structure, C6H6NO in a non-equilibrium geometry. Source: the Open Molecules 2025 dataset; level of theory: ωB97M-V/def2-TZVPD.

Each line ends with the Mulliken spin population.
Atoms and positions in Å:
O: -4.72012 0.83466 -0.12088  0.314
N: -4.32728 0.52497 0.86299  0.680
C: -0.05458 -0.37728 -0.42608  0.096
C: 0.99993 0.59787 -0.63197  0.012
C: -1.76839 -0.71921 0.36302  0.371
C: -0.49204 -1.29688 0.56160  0.140
C: -1.30697 -0.74046 -0.97276  0.379
C: 2.24626 0.32731 0.20546  0.001
H: 1.23165 0.63781 -1.70360  0.005
H: 2.72920 -0.59539 -0.11058  0.000
H: -0.08602 -2.17795 1.01318  0.002
H: 1.99980 0.25428 1.26479  0.000
H: 2.95296 1.14105 0.07369  0.000
H: 0.59560 1.58922 -0.37887  0.000

Computed properties:
Charge: +1
Electronic energy: -9839.324 eV
Orbital gap (alpha / beta): 5.593 / 7.389 eV
<S²>: 2.016
Multiplicity: 3
ΔE to the lowest compared entry with this formula, charge and spin: 4.788 eV

---

Record 5
A single C3H3ClS molecule in a non-equilibrium geometry. Source: the Open Molecules 2025 dataset; level of theory: ωB97M-V/def2-TZVPD.

Each line ends with the Mulliken charge.
Atoms and positions in Å:
Cl: 0.07387 1.64305 -1.17434  -0.176
S: -0.59920 -1.24312 1.81971  -0.288
C: 0.68284 0.05335 -1.42864  -0.426
C: -0.21375 -0.36901 0.62559  -0.353
C: 0.60184 -0.83271 -0.43614  -0.104
H: 1.25109 -1.60625 -0.45477  0.421
H: -0.52681 0.58451 0.92041  0.351
H: 1.18155 -0.12993 -2.18217  0.576

Computed properties:
Charge: 0
Electronic energy: -26514.111 eV
SMILES: S=C/C=C\Cl
Orbital gap: 7.902 eV
ΔE to the lowest compared entry with this formula, charge and spin: 1.851 eV

---

Record 6
A molecular structure, C26H16Cl7NiO2P. Source: the Open Molecules 2025 dataset; level of theory: ωB97M-V/def2-TZVPD.

Each line ends with the Mulliken charge.
Atoms and positions in Å:
Ni: 0.16874 0.61379 0.31906  -0.296
Cl: 3.78909 -5.39564 1.10012  -0.204
Cl: -3.55602 -2.49382 1.33246  -0.158
Cl: 4.01889 -2.51608 2.30935  -0.196
Cl: -0.24893 -3.66782 -2.06947  -0.169
Cl: -1.10714 -1.02901 2.00296  -0.087
Cl: 2.11877 -0.24868 1.30136  -0.199
Cl: 1.64740 -5.95615 -1.10411  -0.188
P: -1.57821 1.48014 -0.58682  2.145
O: 0.25433 -1.11494 -0.77893  -0.722
O: 2.08532 2.40951 -0.19510  -0.602
C: 2.00470 -1.85858 0.64144  1.074
C: 1.03184 -2.04540 -0.36180  -0.954
C: -0.46419 5.85278 -0.16556  -0.509
C: -2.24396 4.27825 -0.62551  -0.736
C: -1.79962 5.58030 -0.46322  -0.647
C: -5.63398 0.89302 -0.46387  -0.708
C: 2.75155 -4.13631 0.55473  0.571
C: -0.82482 1.53656 -4.59373  -0.716
C: -1.53440 1.05393 -2.34557  0.487
C: 0.95633 -3.36950 -0.87130  0.709
C: -1.22683 0.27292 -4.99522  -0.615
C: -1.32542 3.25000 -0.46707  -0.012
C: -1.77202 -0.60835 -4.07117  -0.908
C: -4.85456 1.09689 1.79868  -0.794
C: -4.33430 1.02582 -0.92620  -0.265
C: -3.55399 1.21879 1.34090  -0.237
C: -1.86661 -2.24437 0.93242  0.996
C: -5.89375 0.92565 0.89858  -0.476
C: -1.91885 -0.22412 -2.75224  -0.102
C: -3.27923 1.17229 -0.02441  0.449
C: -0.97377 1.92685 -3.27230  -0.554
C: 1.79254 -4.37909 -0.43176  -0.071
C: 0.45986 4.83280 -0.02029  -0.668
C: 0.89518 2.29512 -0.01209  0.008
C: 2.85168 -2.85724 1.09248  -0.289
C: 0.01236 3.52372 -0.14899  0.329
H: 1.49821 5.03231 0.20097  0.528
H: -5.05469 1.12829 2.86079  0.415
H: -1.10944 -0.02941 -6.02664  0.390
H: -6.90914 0.82102 1.25770  0.401
H: -2.75039 1.35424 2.04886  0.399
H: -1.31464 -3.16913 1.07432  0.402
H: -0.14798 6.87893 -0.03775  0.408
H: -3.27916 4.07340 -0.86656  0.504
H: -6.44466 0.76798 -1.16952  0.429
H: -4.13944 1.00740 -1.99034  0.395
H: -0.39158 2.22321 -5.30712  0.420
H: -2.07256 -1.60162 -4.37503  0.451
H: -1.75576 -1.87044 -0.08126  -0.931
H: -2.32376 -0.93123 -2.03970  0.325
H: -2.50008 6.39757 -0.56481  0.427
H: -0.65229 2.91564 -2.97041  0.351

Computed properties:
Charge: 0
Electronic energy: -169306.010 eV
Orbital gap (alpha / beta): 7.633 / 7.611 eV
ΔE to the lowest compared entry with this formula, charge and spin: 0.289 eV

---

Record 7
2 unconnected molecules or ions with the total composition C7H15ClN in a non-equilibrium geometry. Source: the Open Molecules 2025 dataset; level of theory: ωB97M-V/def2-TZVPD.

Each line ends with the Mulliken charge.
Atoms and positions in Å:
Cl: 0.66857 -1.55480 -0.40128  -0.374
N: -2.27143 -1.49953 -0.43266  -0.120
C: 3.46206 -0.65649 0.59728  -1.303
C: 3.18751 1.51698 -0.57373  -1.254
C: -2.29816 0.96979 -0.51032  -0.770
C: -3.70923 -0.19144 1.31947  -1.268
C: -2.79893 -0.11333 0.04116  0.590
C: 1.42468 -0.03387 -0.72862  -0.111
C: 2.64935 0.15838 -0.29198  0.784
H: 2.94720 -1.59050 0.60686  0.399
H: -2.43023 -1.37503 -1.43068  0.428
H: -1.20498 -1.51979 -0.24205  0.082
H: 0.85344 0.58129 -1.47885  0.334
H: -4.53547 -0.91939 1.26663  0.401
H: -2.77626 1.94431 -0.16277  0.271
H: 4.53450 -0.46374 0.32959  0.353
H: -2.91955 -0.13931 2.14011  0.332
H: 2.31919 2.15035 -0.95570  0.312
H: -1.51680 0.76575 -1.20845  0.215
H: -2.73396 -2.22045 0.06562  0.368
H: 3.71517 1.86899 0.27885  0.338
H: 3.46822 -0.07967 1.63772  0.312
H: -4.13206 0.77136 1.43201  0.397
H: 4.09717 1.63016 -1.29819  0.285

Computed properties:
Charge: +1
Electronic energy: -21505.596 eV
Orbital gap: 9.519 eV
ΔE to the lowest compared entry with this formula, charge and spin: 3.247 eV